ORCA calculation (wB97M-V/def2-TZVPD) on a 2-piece molecular cluster, C5H4ClF2NO2S overall at a distorted geometry.

```
16
Properties=species:S:1:pos:R:3:nbo_charge:R:1
C 0.227 -1.140 -0.622 -0.294
C 1.018 -1.892 0.284 -0.042
C -0.460 -0.778 1.534 -0.056
C -0.766 -0.629 0.204 -0.357
C 0.768 2.449 -1.239 0.590
N 0.643 -1.580 1.547 -0.475
O -2.855 0.840 0.699 -0.873
O -2.496 0.164 -1.642 -0.844
F 0.513 3.675 -0.897 -0.304
F 1.190 1.855 -0.106 -0.329
S -1.943 0.637 -0.363 1.827
Cl 1.622 2.233 -2.658 0.044
H 0.297 -1.296 -1.644 0.241
H 1.871 -2.524 0.239 0.212
H -0.810 -0.147 2.353 0.245
H 1.181 -1.867 2.310 0.414
```

Computed properties:
Max |F| (eV/A): 4.2
Total charge: 0
⟨S²⟩: 2.01
Multiplicity: 3
Orbital gap (alpha / beta) (eV): 9.3 / 7.2
Total energy (a.u.): -1456.12379
Relative energy (zero: lowest compared OMol25 entry of this formula, charge and spin) (eV): 0.000